[1]
Molecular formula: C10H8BrPS
Method: DFT, ωB97M-V/def2-TZVPD

Properties
* energy: -3699.230397 hartree
* energy relative to the best compared isomer or geometry (same formula, charge and spin): 0.0 kJ/mol
* LUMO (spin up / spin down): -0.937 / -0.934 eV
* 2S+1: 1
* HOMO (spin up / spin down): -7.662 / -7.664 eV

```
21
Properties=species:S:1:pos:R:3:nbo_charge:R:1
C -1.869 2.817 -1.016 -0.25
C -0.758 2.235 -0.487 -0.22
C -2.852 1.902 -1.403 -0.38
C -0.877 0.872 -0.375 -0.33
C 1.459 -1.902 0.798 -0.17
C 2.529 -1.870 0.000 -0.24
C 0.038 -0.105 -0.016 0.10
C 0.304 -1.048 0.866 -0.14
C 2.848 -0.992 -1.132 -0.54
C -0.748 -1.056 1.957 -0.64
P 1.827 -0.002 -1.971 0.58
S -2.389 0.256 -0.966 0.44
Br 4.794 -1.322 -1.787 -0.04
H -2.049 3.863 -1.131 0.23
H 0.041 2.727 -0.149 0.22
H -3.909 1.898 -1.758 0.24
H 1.402 -2.745 1.420 0.21
H 3.308 -2.448 0.382 0.23
H -1.140 0.040 2.177 0.24
H -0.300 -1.450 2.988 0.23
H -1.659 -1.669 1.602 0.23
```

***

[2]
Molecular formula: C10H8F3N
Method: DFT, ωB97M-V/def2-TZVPD

Properties
* energy: -740.023527 hartree
* LUMO: 0.312 eV
* 2S+1: 1
* HOMO: -8.654 eV

```
22
Properties=species:S:1:pos:R:3:nbo_charge:R:1
C 0.997 -0.773 -1.208 -0.17
C 1.083 -0.001 1.107 -0.17
C -0.315 -0.292 -1.245 -0.21
C -0.179 0.476 0.970 -0.21
C 1.714 -0.557 -0.041 -0.16
C -0.938 0.349 -0.205 0.02
C 3.914 -2.071 0.601 0.10
C 3.062 -1.072 -0.035 0.10
C -2.278 0.940 -0.554 -0.62
C 4.326 0.725 -0.014 0.88
N 3.587 -2.319 -0.598 -0.29
F 5.575 0.603 0.374 -0.33
F 4.209 1.537 -1.095 -0.35
F 3.617 1.467 0.904 -0.37
H 1.742 -0.910 -2.137 0.24
H 1.718 0.205 1.965 0.23
H -0.844 -0.449 -2.154 0.20
H -0.844 0.926 1.806 0.21
H 4.295 -2.423 1.509 0.23
H -2.627 1.565 0.167 0.21
H -1.966 1.523 -1.384 0.23
H -2.932 0.187 -0.716 0.22
```

***

[3]
Molecular formula: C10H8F8N2O6S
Method: DFT, ωB97M-V/def2-TZVPD

Properties
* energy: -2143.544916 hartree
* LUMO: -3.250 eV
* 2S+1: 1
* SMILES: C[C@@H](F)C1=C(S(=O)(=O)C(F)(F)C(F)(F)C(F)(F)F)C(=O)OC1=O.NC(N)=O
* HOMO: -9.886 eV

```
35
Properties=species:S:1:pos:R:3:nbo_charge:R:1
C -1.685 -1.698 3.828 -0.67
C -1.985 -0.072 4.024 0.16
F -0.905 0.618 4.801 -0.36
C -2.320 0.650 2.590 0.05
C -1.611 0.629 1.281 -0.35
S -0.002 -0.270 0.946 1.85
O -0.369 -1.781 0.706 -0.79
O 0.796 -0.255 2.307 -0.80
C 1.003 0.478 -0.447 0.44
F 0.470 1.773 -0.931 -0.29
F 0.918 -0.483 -1.599 -0.31
C 2.595 0.692 -0.121 0.59
F 3.286 0.764 -1.462 -0.31
F 3.239 -0.452 0.590 -0.28
C 2.947 2.131 0.623 0.94
F 2.909 3.296 -0.296 -0.30
F 2.154 2.380 1.854 -0.30
F 4.385 2.013 1.070 -0.32
C -2.589 1.549 0.342 0.75
O -2.516 1.942 -0.932 -0.48
O -3.831 2.019 1.023 -0.47
C -3.659 1.600 2.442 0.74
O -4.407 1.943 3.500 -0.48
H -2.256 -2.010 2.834 0.24
H -0.539 -1.953 3.774 0.27
H -2.119 -2.318 4.743 0.24
H -2.987 -0.005 4.669 0.23
C 0.756 -1.968 -5.417 0.76
O -0.137 -2.725 -5.764 -0.66
N 1.660 -1.466 -6.278 -0.84
N 0.917 -1.569 -4.142 -0.84
H 2.402 -0.841 -6.011 0.39
H 1.575 -1.741 -7.247 0.41
H 0.258 -1.924 -3.462 0.41
H 1.646 -0.946 -3.837 0.39
```

***

[4]
Molecular formula: C10H8N2O
Method: DFT, ωB97M-V/def2-TZVPD

Properties
* energy: -570.531225 hartree
* energy relative to the best compared isomer or geometry (same formula, charge and spin): 203.4 kJ/mol
* LUMO: 0.550 eV
* 2S+1: 1
* SMILES: N#C[C@@]1(c2ccccc2)CC(=O)N1
* HOMO: -9.769 eV

```
21
Properties=species:S:1:pos:R:3:nbo_charge:R:1
C 1.446 1.859 0.313 0.24
C -2.976 -0.305 0.181 -0.19
C -2.459 0.508 -0.786 -0.21
C -2.212 -0.774 1.209 -0.19
C -1.126 0.782 -0.837 -0.20
C -0.824 -0.606 1.149 -0.18
C -0.289 0.240 0.151 -0.06
C 2.722 -0.956 -0.189 0.67
C 1.884 -0.201 -1.238 -0.47
C 1.176 0.519 -0.023 0.05
N 1.638 2.937 0.637 -0.25
N 2.033 -0.672 0.892 -0.60
O 3.742 -1.550 -0.316 -0.57
H -4.083 -0.569 0.147 0.22
H -2.965 0.898 -1.591 0.21
H -2.557 -1.372 1.908 0.20
H -0.843 1.376 -1.748 0.23
H -0.367 -1.232 1.889 0.23
H 2.382 0.501 -1.863 0.24
H 1.290 -0.821 -1.733 0.23
H 2.389 -0.562 1.847 0.41
```

***

[5]
Molecular formula: C10H8N2O
Method: DFT, ωB97M-V/def2-TZVPD

Properties
* energy: -570.553768 hartree
* energy relative to the best compared isomer or geometry (same formula, charge and spin): 144.2 kJ/mol
* LUMO: 0.483 eV
* 2S+1: 1
* SMILES: c1cncc(Oc2cccnc2)c1
* HOMO: -8.907 eV

```
21
Properties=species:S:1:pos:R:3:nbo_charge:R:1
C 1.172 0.084 -0.513 0.24
C 2.577 0.111 -0.563 -0.22
C 3.343 -0.899 -1.153 -0.23
C 2.573 -1.997 -1.555 0.02
C 0.574 -1.054 -1.107 -0.03
C -0.819 0.838 0.409 0.23
C -1.136 -0.305 1.117 -0.23
C -2.301 -0.258 1.903 -0.24
C -3.223 0.729 1.726 0.00
C -1.753 1.874 0.372 0.00
H 3.205 0.922 -0.185 0.22
H 4.374 -0.694 -1.303 0.23
H 3.097 -2.760 -2.175 0.19
H -0.486 -1.113 -1.276 0.20
H -0.306 -1.077 1.280 0.24
H -2.456 -1.182 2.491 0.22
H -4.085 0.605 2.379 0.20
H -1.569 2.738 -0.143 0.20
N 1.269 -2.003 -1.650 -0.40
N -2.955 1.806 0.912 -0.38
O 0.499 1.149 0.036 -0.46
```